(1)
Computed, not measured: a cluster of 13 separate species, C5H36N2O13 in total at a distorted geometry, with the ωB97M-V functional and the def2-TZVPD basis.

Its energy above the lowest of the compared OMol25 structures with the same formula, charge and spin is 4.638 eV. For the largest force on an atom, the calculation gives 3.05 eV Å⁻¹. The electronic energy comes out at -35366.2565 eV. As for the HOMO energy: -7.9 eV. The HOMO-LUMO gap comes out at 8.2 eV.

Positions of all 56 atoms, in Å:
C  -1.839  -0.210  1.106
O  -2.585  -0.150  -0.107
C  -0.391  0.159  0.893
C  0.419  -0.927  -0.032
C  1.523  -0.175  -0.756
C  1.321  0.967  -1.406
N  2.809  -0.685  -0.626
N  0.199  0.244  2.236
H  -2.388  0.499  1.685
H  -2.212  -1.154  1.526
H  -2.371  -0.845  -0.747
H  -0.538  1.125  0.323
H  0.868  -1.641  0.629
H  -0.388  -1.399  -0.642
H  2.107  1.425  -2.054
H  0.366  1.356  -1.645
H  3.596  -0.356  -1.123
H  2.840  -1.580  -0.154
H  1.204  0.245  2.192
H  -0.044  0.979  2.838
H  -1.942  3.104  -1.469
H  -2.042  4.320  -0.557
O  -1.404  3.662  -0.844
H  -1.722  -2.261  -2.388
H  -3.109  -2.818  -1.800
O  -2.173  -2.691  -1.628
H  -0.799  -0.105  -3.070
H  -0.019  -1.393  -2.538
O  -0.784  -1.060  -3.065
H  3.046  3.483  1.343
H  4.066  2.293  1.165
O  3.485  2.743  1.769
H  -3.320  1.800  -2.396
H  -2.527  1.215  -1.148
O  -2.446  1.534  -2.084
H  -0.242  3.036  1.072
H  1.033  2.884  1.794
O  0.078  2.905  1.978
H  -1.321  2.947  3.365
H  -2.003  1.733  2.718
O  -2.166  2.552  3.171
H  -1.231  -2.780  3.836
H  -0.622  -1.844  2.868
O  -0.353  -2.580  3.496
H  1.150  -3.044  -2.139
H  1.366  -2.835  -3.651
O  1.510  -2.423  -2.799
H  0.633  -4.985  -0.903
H  -0.631  -4.171  -1.494
O  0.262  -4.523  -1.650
H  1.621  -2.844  1.913
H  2.411  -4.238  1.628
O  2.127  -3.380  1.298
H  0.350  3.915  -0.516
H  1.944  3.828  -1.000
O  1.276  4.145  -0.410

=====

(2)
Computed, not measured: a cluster of 13 separate species, C5H36N2O13 in total at a distorted geometry, with the ωB97M-V functional and the def2-TZVPD basis.

Its energy above the lowest of the compared OMol25 structures with the same formula, charge and spin is 5.314 eV. For the largest force on an atom, the calculation gives 3.51 eV Å⁻¹. The electronic energy comes out at -35365.5807 eV. As for the HOMO energy: -8.5 eV. The HOMO-LUMO gap comes out at 8.6 eV.

Positions of all 56 atoms, in Å:
O  -0.831  1.126  1.728
C  -0.843  0.790  0.560
N  -0.115  1.379  -0.442
C  0.301  0.594  -1.598
C  1.818  0.712  -1.899
C  -1.799  -0.375  0.144
N  -2.763  0.168  -0.842
C  -4.235  -0.167  -0.737
H  0.541  2.103  -0.130
H  0.065  -0.495  -1.358
H  -0.301  0.700  -2.562
H  2.057  1.634  -2.382
H  2.289  0.569  -0.964
H  2.203  -0.124  -2.391
H  -1.359  -1.292  -0.255
H  -2.392  -0.590  1.087
H  -2.542  0.935  -1.386
H  -4.663  -0.158  -1.772
H  -4.393  -1.031  -0.163
H  -4.738  0.600  -0.184
H  1.410  1.216  4.064
H  0.005  1.372  3.217
O  0.545  0.845  3.834
H  1.564  -3.362  -1.668
H  0.161  -3.105  -1.078
O  0.962  -2.648  -1.360
H  2.373  -0.064  1.303
H  3.472  -1.152  0.770
O  2.894  -0.835  1.455
H  3.171  3.038  1.547
H  2.802  2.861  -0.063
O  2.958  2.490  0.812
H  4.699  -1.476  -1.361
H  5.032  -1.029  0.133
O  4.590  -0.773  -0.679
H  -1.733  1.503  -3.028
H  -2.535  1.309  -4.417
O  -2.564  1.521  -3.492
H  -0.520  3.561  2.371
H  -1.506  3.130  3.500
O  -0.683  3.615  3.310
H  -2.122  -2.567  -3.445
H  -2.349  -1.855  -2.131
O  -2.549  -2.653  -2.603
H  -1.165  -1.488  3.772
H  -0.400  -0.409  3.082
O  -0.557  -1.399  3.027
H  2.174  -2.314  2.228
H  0.748  -2.282  2.754
O  1.433  -2.904  2.370
H  0.887  -3.951  0.930
H  -0.281  -5.071  0.705
O  0.378  -4.514  0.330
H  -0.304  4.815  -1.966
H  -1.025  3.461  -1.253
O  -0.267  4.036  -1.422

=====

(3)
Computed, not measured: a cluster of 13 separate species, C5H36NO13 in total at a distorted geometry, with the ωB97M-V functional and the def2-TZVPD basis.

Its energy above the lowest of the compared OMol25 structures with the same formula, charge and spin is 2.378 eV. For the largest force on an atom, the calculation gives 2.53 eV Å⁻¹. The electronic energy comes out at -33879.2397 eV. The net charge is -1. As for the HOMO energy: -5.3 eV. The HOMO-LUMO gap comes out at 8.1 eV.

Positions of all 55 atoms, in Å:
C  -0.632  3.027  -0.022
N  -0.716  1.588  0.373
C  0.421  0.238  -2.884
C  0.553  0.123  -1.355
C  -0.753  0.501  -0.614
C  -1.365  -0.692  0.164
O  -0.488  -1.278  1.146
H  0.404  3.259  -0.207
H  -1.013  3.524  0.877
H  -1.349  3.156  -0.828
H  -0.026  1.472  1.098
H  0.663  1.176  -3.389
H  0.976  -0.531  -3.417
H  -0.651  0.127  -3.083
H  0.796  -0.910  -1.082
H  1.353  0.777  -1.019
H  -1.480  0.849  -1.347
H  -2.243  -0.390  0.728
H  -1.593  -1.450  -0.592
H  -1.836  -4.108  -1.183
H  -0.412  -4.013  -0.837
O  -0.972  -4.121  -1.624
H  -1.767  1.417  3.153
H  -0.286  1.007  3.652
O  -0.998  1.664  3.689
H  -2.516  -1.180  3.339
H  -1.375  -1.580  2.549
O  -1.848  -1.872  3.393
H  -2.167  2.715  -2.473
H  -3.290  1.764  -2.852
O  -3.085  2.511  -2.272
H  4.379  1.679  0.957
H  3.914  0.613  0.100
O  3.988  1.602  0.076
H  -1.352  -2.659  1.200
H  -2.072  -3.769  2.011
O  -1.917  -3.488  1.096
H  0.456  -0.451  1.865
H  1.040  -0.703  3.271
O  1.104  0.009  2.602
H  2.467  3.067  -1.837
H  0.951  2.830  -2.181
O  1.777  3.211  -2.489
H  2.928  -1.430  0.311
H  2.676  -0.436  1.565
O  3.312  -0.904  1.015
H  0.526  -2.233  0.513
H  0.885  -3.696  0.744
O  1.138  -2.978  0.142
H  1.637  2.083  2.274
H  2.463  2.648  1.036
O  1.845  2.859  1.739
H  -1.780  -2.125  -3.811
H  -1.190  -2.625  -2.355
O  -1.479  -1.876  -2.923

=====

(4)
Computed, not measured: a cluster of 14 separate species, C5H36NO15 in total at a distorted geometry, with the ωB97M-V functional and the def2-TZVPD basis.

Its energy above the lowest of the compared OMol25 structures with the same formula, charge and spin is 5.408 eV. For the largest force on an atom, the calculation gives 6.25 eV Å⁻¹. The electronic energy comes out at -37971.6391 eV. The net charge is -1. As for the HOMO energy: -6.9 eV. The HOMO-LUMO gap comes out at 9.2 eV.

Positions of all 57 atoms, in Å:
C  1.611  1.140  2.730
C  0.845  1.205  1.286
N  1.223  -0.045  0.552
C  2.289  0.175  -0.503
C  0.034  -0.574  -0.301
C  -0.006  -2.014  -0.820
O  0.175  -2.991  -0.129
O  -0.274  -2.222  -2.030
H  1.075  1.512  3.510
H  1.918  0.193  2.996
H  2.386  1.787  2.712
H  1.050  2.094  0.683
H  -0.200  1.188  1.415
H  2.210  -0.800  -1.212
H  2.241  1.146  -0.933
H  3.198  -0.149  -0.070
H  -0.837  -0.471  0.265
H  -0.092  0.247  -1.146
H  1.802  -2.850  1.599
H  1.513  -1.439  1.775
O  1.911  -2.218  2.276
H  1.480  -3.540  -1.449
H  2.384  -3.113  -2.494
O  2.495  -3.274  -1.567
H  -1.545  -1.115  1.800
H  -2.810  -1.490  2.421
O  -2.214  -0.842  2.488
H  -2.926  2.463  -2.640
H  -1.887  1.384  -2.826
O  -1.963  2.332  -2.907
H  3.957  0.863  1.524
H  3.537  2.244  1.912
O  4.256  1.698  1.596
H  -1.518  -4.021  1.451
H  -0.474  -2.763  1.294
O  -1.134  -3.305  1.903
H  -4.290  1.138  0.626
H  -3.812  0.979  2.106
O  -4.304  1.420  1.456
H  -0.978  -1.130  -2.754
H  -1.553  -0.414  -3.979
O  -1.501  -0.291  -3.051
H  3.486  -2.331  0.290
H  3.535  -2.095  1.790
O  4.059  -2.422  1.063
H  0.681  0.548  -3.460
H  0.107  1.916  -2.864
O  0.935  1.430  -3.197
H  -2.975  -0.156  -2.040
H  -3.872  -1.283  -1.485
O  -3.680  -0.340  -1.426
H  -1.376  2.753  0.626
H  -2.557  2.260  1.253
O  -2.048  3.131  1.235
H  -2.043  4.530  -0.479
H  -1.711  3.493  -1.522
O  -1.813  4.424  -1.351

=====

(5)
Computed, not measured: a cluster of 14 separate species, C5H36NO15 in total at a distorted geometry, with the ωB97M-V functional and the def2-TZVPD basis.

Its energy above the lowest of the compared OMol25 structures with the same formula, charge and spin is 2.906 eV. For the largest force on an atom, the calculation gives 2.35 eV Å⁻¹. The electronic energy comes out at -37974.1406 eV. The net charge is -1. As for the HOMO energy: -6.7 eV. The HOMO-LUMO gap comes out at 9.1 eV.

Positions of all 57 atoms, in Å:
C  -0.595  0.546  0.166
C  0.062  0.871  -1.170
C  1.130  -0.160  -1.694
C  0.601  -1.132  -2.724
O  0.543  -0.893  -3.922
N  0.716  2.196  -0.920
C  1.883  2.238  0.036
O  2.567  1.035  0.231
H  0.036  0.840  0.991
H  -1.465  1.184  0.233
H  -0.760  -0.519  0.332
H  -0.594  0.996  -2.034
H  1.446  -0.766  -0.846
H  2.038  0.300  -2.032
H  0.217  -2.066  -2.289
H  0.982  2.647  -1.759
H  1.682  2.842  0.925
H  2.650  2.803  -0.492
H  2.486  -0.996  2.387
H  2.223  0.369  0.908
O  1.744  -0.977  1.771
H  -1.362  1.627  -3.750
H  -1.088  0.489  -4.774
O  -1.451  1.384  -4.677
H  1.140  -2.124  0.616
H  1.041  -3.529  0.637
O  0.812  -2.827  0.012
H  -2.223  -3.119  -1.892
H  -2.015  -1.653  -1.781
O  -2.362  -2.306  -2.405
H  1.596  0.506  -4.569
H  1.879  1.862  -3.945
O  2.249  1.209  -4.547
H  1.836  0.586  2.967
H  1.558  1.900  3.655
O  1.701  0.955  3.858
H  0.585  -1.299  2.770
H  0.443  -1.969  4.185
O  -0.086  -1.700  3.420
H  -3.969  0.544  1.128
H  -3.389  1.238  2.396
O  -4.036  1.348  1.691
H  -3.008  -1.564  0.223
H  -3.749  -0.813  -0.862
O  -3.725  -0.907  0.094
H  -1.832  3.575  1.279
H  -0.515  3.851  0.622
O  -0.895  3.699  1.485
H  -0.952  0.743  4.108
H  -1.967  -0.273  3.969
O  -1.911  0.700  4.093
H  -0.883  -3.148  0.111
H  -2.317  -3.163  0.800
O  -1.862  -3.291  -0.034
H  4.164  -0.676  0.166
H  3.151  -1.625  0.778
O  3.850  -1.588  0.072

=====

(6)
Computed, not measured: a cluster of 13 separate species, C5H37N2O13 in total at a distorted geometry, with the ωB97M-V functional and the def2-TZVPD basis.

Its energy above the lowest of the compared OMol25 structures with the same formula, charge and spin is 2.982 eV. For the largest force on an atom, the calculation gives 3.55 eV Å⁻¹. The electronic energy comes out at -35385.0732 eV. The net charge is -1. As for the HOMO energy: -6.5 eV. The HOMO-LUMO gap comes out at 9.1 eV.

Positions of all 57 atoms, in Å:
C  -1.914  1.731  0.648
N  -1.000  1.831  1.821
C  -1.468  0.723  2.758
O  -1.195  -0.504  2.198
C  -1.273  1.918  -0.810
C  -0.011  1.069  -0.998
C  -0.282  -0.470  -0.957
N  -1.080  -1.069  -2.054
H  -2.395  0.735  0.597
H  -2.743  2.445  0.688
H  0.005  1.729  1.655
H  -2.577  0.960  2.920
H  -0.905  0.773  3.684
H  -2.029  1.660  -1.497
H  -0.895  2.971  -0.955
H  0.383  1.435  -1.946
H  0.702  1.190  -0.224
H  0.711  -0.959  -0.914
H  -0.772  -0.641  0.036
H  -0.626  -0.771  -2.875
H  -2.043  -0.792  -2.082
H  -1.139  4.148  0.844
H  -1.484  4.888  -0.373
O  -0.980  5.014  0.438
H  4.097  -1.675  0.940
H  2.715  -2.250  1.207
O  3.668  -2.597  0.973
H  2.053  0.013  0.857
H  2.003  1.677  0.861
O  2.512  0.932  0.585
H  3.485  -0.148  -0.366
H  3.456  -0.863  -1.792
O  3.950  -0.323  -1.213
H  -2.932  -2.485  0.509
H  -2.930  -1.333  1.684
O  -3.480  -1.746  0.882
H  0.889  4.637  0.358
H  1.496  3.438  -0.344
O  1.465  3.902  0.585
H  0.707  -3.950  0.975
H  0.537  -2.415  0.944
O  0.313  -3.254  0.428
H  3.315  2.105  -1.532
H  4.342  1.113  -2.001
O  3.925  1.956  -2.231
H  2.096  -4.055  -1.749
H  0.840  -3.430  -1.185
O  1.283  -3.612  -2.051
H  -1.389  -3.459  0.047
H  -2.052  -3.137  -1.296
O  -2.187  -3.689  -0.451
H  -4.450  -0.947  -2.094
H  -3.883  -0.776  -0.662
O  -3.969  -0.368  -1.501
H  -0.187  -0.724  1.998
H  1.919  -1.224  2.395
O  1.400  -1.325  1.638

=====

(7)
Computed, not measured: a cluster of 13 separate species, C5H38N2O13 in total at a distorted geometry, with the ωB97M-V functional and the def2-TZVPD basis.

Its energy above the lowest of the compared OMol25 structures with the same formula, charge and spin is 5.489 eV. For the largest force on an atom, the calculation gives 4.50 eV Å⁻¹. The electronic energy comes out at -35396.8838 eV. As for the HOMO energy: -8.8 eV. The HOMO-LUMO gap comes out at 8.6 eV.

Positions of all 58 atoms, in Å:
N  1.924  0.218  -0.792
C  0.619  -0.406  -0.641
C  0.926  -1.925  -0.672
C  1.748  -2.455  -1.833
O  1.393  -2.456  0.558
C  -0.066  -0.077  0.661
N  -1.316  0.664  0.535
C  -1.819  1.321  1.771
H  2.639  -0.122  -0.185
H  1.739  1.213  -0.764
H  -0.146  -0.078  -1.422
H  -0.077  -2.433  -0.729
H  2.758  -2.658  -1.451
H  1.483  -3.412  -2.388
H  2.096  -1.790  -2.627
H  2.055  -1.916  0.994
H  -0.003  -1.016  1.245
H  0.709  0.404  1.366
H  -1.363  1.403  -0.203
H  -1.042  1.758  2.339
H  -2.700  1.848  1.419
H  -2.488  0.568  2.312
H  -3.827  -0.550  1.304
H  -4.617  -1.678  0.797
O  -4.633  -0.716  0.699
H  0.379  -0.030  5.057
H  0.679  -1.336  4.110
O  0.058  -0.788  4.573
H  -0.498  2.927  -3.295
H  0.250  2.673  -1.885
O  0.330  2.864  -2.813
H  0.996  -4.446  1.035
H  1.007  -4.749  -0.458
O  1.508  -4.911  0.358
H  4.734  -0.490  1.111
H  4.399  -1.977  1.714
O  4.232  -1.305  1.062
H  2.300  1.309  -3.066
H  3.325  0.426  -2.437
O  3.250  1.149  -3.066
H  -3.283  -1.990  -1.406
H  -1.994  -2.341  -0.679
O  -2.609  -2.682  -1.350
H  -2.311  -0.574  4.304
H  -3.447  0.208  3.819
O  -3.049  -0.653  3.670
H  1.374  3.556  0.514
H  1.101  4.985  1.372
O  0.816  4.120  1.056
H  -3.003  0.352  -1.527
H  -4.250  -0.135  -1.025
O  -3.902  0.215  -1.855
H  -2.831  3.415  -0.881
H  -1.551  3.775  -0.182
O  -1.874  3.263  -0.929
H  3.166  2.570  -2.232
H  2.222  3.710  -2.364
O  2.859  3.367  -1.729

=====

(8)
Computed, not measured: a cluster of 16 separate species, C5H38O16 in total at a distorted geometry, with the ωB97M-V functional and the def2-TZVPD basis.

Its energy above the lowest of the compared OMol25 structures with the same formula, charge and spin is 2.479 eV. For the largest force on an atom, the calculation gives 3.40 eV Å⁻¹. The electronic energy comes out at -38559.8148 eV. As for the HOMO energy: -8.7 eV. The HOMO-LUMO gap comes out at 8.9 eV.

Positions of all 59 atoms, in Å:
C  3.491  1.481  1.745
C  1.423  3.637  -1.923
C  1.544  2.406  -1.429
O  0.666  1.502  -2.065
C  2.068  1.853  -0.200
C  3.062  2.323  0.557
H  4.580  1.367  1.825
H  2.894  1.888  2.578
H  3.101  0.456  1.613
H  0.885  3.887  -2.820
H  1.996  4.480  -1.550
H  1.265  0.809  -2.388
H  1.644  0.866  0.050
H  3.692  3.177  0.360
H  4.965  1.630  -2.688
H  3.954  1.658  -1.420
O  4.075  1.788  -2.367
H  -1.953  -0.729  -1.166
H  -1.694  -1.024  0.447
O  -1.946  -0.419  -0.256
H  -2.261  -3.653  -1.207
H  -3.386  -2.921  -2.089
O  -2.477  -2.917  -1.784
H  0.318  -0.986  1.850
H  1.030  -1.593  0.617
O  0.450  -1.814  1.351
H  -5.399  0.848  -1.829
H  -4.211  0.252  -1.133
O  -4.948  0.006  -1.704
H  -0.410  -4.654  0.153
H  0.444  -3.867  0.914
O  0.333  -4.822  0.753
H  -0.600  -1.603  -2.701
H  0.047  -1.296  -1.367
O  0.188  -1.195  -2.308
H  -3.426  1.730  1.399
H  -3.887  0.739  0.374
O  -3.612  0.777  1.275
H  2.909  0.146  -3.908
H  1.948  -0.806  -3.226
O  2.834  -0.436  -3.141
H  -1.029  0.363  2.724
H  -2.303  0.172  2.066
O  -1.654  -0.380  2.617
H  0.268  -1.098  3.746
H  1.759  -1.275  3.597
O  1.078  -0.596  3.605
H  -1.350  1.252  0.229
H  -0.245  2.377  0.618
O  -0.979  1.836  0.915
H  -2.513  -2.407  2.302
H  -3.060  -3.311  3.516
O  -3.228  -2.930  2.651
H  -3.415  4.074  2.291
H  -2.212  3.520  1.305
O  -3.118  3.818  1.417
H  2.220  -4.175  -1.176
H  2.375  -2.736  -1.923
O  1.810  -3.475  -1.691

=====

no.,molar mass (g mol⁻¹)
1,332.3
2,332.3
3,318.3
4,350.3
5,350.3
6,333.4
7,334.4
8,354.3